No. 1
69
Properties=species:S:1:pos:R:3:nbo_charge:R:1 method="wB97M-V/def2-TZVPD" total_charge=+1 e_tot_ev=-154513.7524 homo_lumo_gap_ha="0.245 / 0.245"
Sc 0.058 0.255 -0.502 1.74
N -0.432 -1.086 -4.888 -0.76
C -0.344 -0.864 -3.560 0.33
S 0.839 0.244 -2.947 -0.31
N -1.255 -1.422 -2.817 -0.43
N -1.310 -1.138 -1.506 -0.36
C -2.507 -1.349 -0.886 0.23
C -3.734 -1.677 -1.613 -0.16
C -3.763 -2.553 -2.717 -0.14
C -4.872 -2.682 -3.531 -0.22
C -6.039 -2.001 -3.203 -0.17
C -6.067 -1.113 -2.146 -0.23
C -4.952 -1.000 -1.333 -0.13
C -2.481 -1.179 0.523 0.17
C -3.531 -1.632 1.350 -0.21
C -3.395 -1.496 2.725 -0.12
C -2.229 -0.935 3.243 -0.24
C -1.210 -0.588 2.392 0.08
N -1.321 -0.700 1.058 -0.55
H 0.189 -0.621 -5.529 0.42
H -1.244 -1.568 -5.226 0.41
H -2.845 -3.074 -2.957 0.24
H -4.790 -3.317 -4.421 0.23
H -6.921 -2.148 -3.806 0.22
H -6.959 -0.502 -1.943 0.23
H -4.934 -0.250 -0.544 0.20
H -4.414 -2.075 0.864 0.26
H -4.252 -1.750 3.344 0.24
H -2.132 -0.776 4.312 0.24
H -0.311 -0.141 2.771 0.22
Br 2.091 7.228 -1.051 0.11
C 0.633 6.222 -0.429 -0.10
C -0.638 6.810 -0.339 -0.19
C -1.791 6.033 -0.169 -0.21
C -1.732 4.659 -0.092 -0.17
C -0.460 4.067 -0.139 -0.12
C 0.742 4.824 -0.273 -0.20
C -0.281 2.609 -0.195 0.77
O 0.889 2.081 0.016 -0.76
O -1.268 1.884 -0.520 -0.70
H -0.731 7.901 -0.453 0.24
H -2.724 6.593 -0.117 0.23
H -2.643 4.060 0.044 0.24
H 1.717 4.306 -0.282 0.25
C 5.248 0.175 3.918 -0.64
C 4.067 -0.773 3.809 -0.06
O 3.809 -1.012 2.399 -0.84
P 2.374 -0.741 1.689 1.64
O 2.921 -0.379 0.145 -0.85
C 3.840 0.743 -0.105 -0.05
C 5.131 0.233 -0.726 -0.64
O 1.742 -2.160 1.360 -0.84
C 2.364 -3.222 0.583 -0.06
C 2.215 -4.494 1.434 -0.63
H 5.606 0.280 4.948 0.23
H 5.029 1.167 3.555 0.21
H 6.132 -0.169 3.350 0.22
H 3.142 -0.380 4.289 0.18
H 4.321 -1.731 4.267 0.19
H 4.033 1.190 0.873 0.18
H 3.348 1.491 -0.747 0.20
H 5.682 -0.287 0.051 0.22
H 5.747 1.073 -1.122 0.23
H 4.933 -0.519 -1.502 0.23
H 3.397 -2.957 0.425 0.20
H 1.803 -3.289 -0.356 0.19
H 2.763 -4.339 2.363 0.22
H 2.549 -5.407 0.937 0.23
H 1.157 -4.632 1.661 0.21

***

No. 2
73
Properties=species:S:1:pos:R:3:lowdin_spin:R:1 method="wB97M-V/def2-TZVPD" spin_multiplicity=4 total_charge=+1 e_tot_ev=-128309.4422 e_above_lowest_kj_mol=0.0 homo_lumo_gap_ha="0.324 / 0.324"
Nd -0.205 1.484 0.565 3.02
C 4.495 -0.398 -3.476 0.00
N 4.208 0.061 -2.123 0.00
N 2.958 0.467 -1.757 0.00
C 3.050 1.056 -0.462 0.00
O 2.016 1.470 0.135 0.00
C 4.421 1.040 -0.094 0.00
C 5.127 0.440 -1.115 0.00
C 6.600 0.212 -1.275 0.00
C 1.751 0.105 -2.424 0.00
C 1.387 -1.226 -2.565 0.00
C 0.177 -1.531 -3.171 0.00
C -0.682 -0.511 -3.564 0.00
C -0.313 0.816 -3.392 0.00
C 0.923 1.130 -2.850 0.00
H 3.588 -0.791 -3.922 0.00
H 5.236 -1.191 -3.434 0.00
H 4.872 0.419 -4.101 0.00
H 4.830 1.424 0.836 0.00
H 7.103 0.412 -0.329 0.00
H 7.028 0.880 -2.033 0.00
H 6.825 -0.817 -1.573 0.00
H 2.054 -2.011 -2.216 0.00
H -0.100 -2.571 -3.326 0.00
H -1.643 -0.750 -4.011 0.00
H -0.971 1.613 -3.717 0.00
H 1.266 2.150 -2.801 0.00
Cl 1.586 4.156 1.548 0.00
C 0.466 5.033 0.422 0.00
Cl 1.354 5.615 -0.980 0.00
Cl -0.341 6.350 1.244 0.00
C -0.520 3.855 0.082 0.00
O -1.345 3.516 0.960 -0.01
O -0.259 3.154 -0.938 0.00
C 1.186 0.479 4.905 0.00
S 0.074 1.706 4.295 0.00
C -1.406 0.786 4.561 0.00
O 0.302 1.661 2.791 0.00
H 0.899 0.192 5.924 0.00
H 2.190 0.913 4.901 0.00
H 1.128 -0.365 4.208 0.00
H -1.523 0.618 5.636 0.00
H -1.320 -0.146 4.003 0.00
H -2.232 1.378 4.171 0.00
I -8.941 1.507 -0.270 0.00
C -6.892 1.262 -0.047 0.00
C -6.196 2.091 0.827 0.00
C -4.826 1.922 0.977 0.00
C -4.163 0.951 0.238 0.00
C -4.862 0.137 -0.642 0.00
C -6.238 0.277 -0.778 0.00
C -2.703 0.772 0.416 0.00
O -2.191 0.875 1.565 0.00
O -1.952 0.492 -0.592 0.00
H -6.719 2.853 1.391 0.00
H -4.260 2.552 1.659 0.00
H -4.330 -0.618 -1.221 0.00
H -6.797 -0.375 -1.444 0.00
C 1.364 -4.372 1.487 0.00
N 0.170 -3.862 0.830 0.00
C -0.847 -4.774 0.285 0.00
C -1.914 -3.812 -0.261 0.00
N -1.337 -2.501 0.054 0.00
C -0.157 -2.571 0.667 0.00
S 0.803 -1.256 1.184 0.00
H 1.096 -4.959 2.365 0.00
H 1.988 -3.538 1.791 0.00
H 1.924 -5.009 0.804 0.00
H -1.235 -5.421 1.066 0.00
H -0.410 -5.402 -0.488 0.00
H -2.869 -3.941 0.235 0.00
H -2.068 -3.928 -1.331 0.00
H -1.681 -1.632 -0.302 0.00

***

No. 3
65
Properties=species:S:1:pos:R:3:nbo_charge:R:1 method="wB97M-V/def2-TZVPD" e_tot_ev=-63690.9775 homo_lumo_gap_ha=0.309
N 0.843 -1.681 0.902 -0.69
C 0.783 -0.504 1.383 0.59
N 0.236 -0.282 2.715 -0.88
N 1.251 0.626 0.634 -0.65
C 0.160 0.993 -0.313 -0.21
C -0.890 1.962 0.342 -0.43
C -0.513 3.445 0.093 -0.40
C -1.780 4.389 0.034 -0.42
C -2.869 3.890 0.983 0.01
C -4.108 3.586 0.480 -0.22
C -5.186 3.064 1.312 0.02
C -6.507 2.727 0.590 -0.42
C -7.256 1.560 1.320 -0.43
C -8.041 0.685 0.285 -0.36
Cl -7.671 -1.072 0.417 -0.08
C -5.048 2.876 2.662 -0.24
C -3.755 3.191 3.214 0.08
N -3.422 3.034 4.515 -0.59
S -1.861 3.494 4.574 0.92
N -1.512 3.901 3.034 -0.61
C -2.684 3.679 2.393 0.13
H 0.459 -2.347 1.572 0.34
H 0.463 -1.064 3.320 0.37
H -0.780 -0.274 2.632 0.37
H 1.989 0.227 0.053 0.38
H -0.406 0.072 -0.564 0.18
H 0.510 1.475 -1.236 0.20
H -1.856 1.680 -0.116 0.21
H -0.924 1.792 1.432 0.22
H 0.158 3.867 0.856 0.23
H -0.012 3.502 -0.889 0.20
H -2.192 4.386 -0.990 0.21
H -1.510 5.435 0.263 0.23
H -4.263 3.751 -0.594 0.21
H -7.142 3.616 0.456 0.23
H -6.212 2.315 -0.393 0.21
H -7.980 1.937 2.063 0.21
H -6.526 0.903 1.817 0.23
H -7.834 1.004 -0.746 0.21
H -9.120 0.800 0.463 0.21
H -5.874 2.509 3.271 0.23
F 3.393 -7.683 -2.908 -0.33
C 3.094 -6.510 -2.315 0.39
C 2.565 -6.514 -1.039 -0.29
C 2.262 -5.304 -0.429 -0.19
C 2.481 -4.110 -1.104 -0.23
C 3.008 -4.124 -2.388 -0.19
C 3.323 -5.331 -2.998 -0.29
H 2.394 -7.456 -0.533 0.23
H 1.854 -5.293 0.574 0.21
H 2.239 -3.168 -0.627 0.24
H 3.175 -3.193 -2.914 0.22
H 3.743 -5.362 -3.995 0.22
F 4.429 -1.045 -2.032 -0.33
C 5.771 -1.151 -1.998 0.40
C 6.440 -1.615 -3.114 -0.29
C 7.823 -1.720 -3.079 -0.19
C 8.517 -1.371 -1.928 -0.23
C 7.829 -0.911 -0.812 -0.19
C 6.447 -0.795 -0.847 -0.28
H 5.880 -1.889 -3.999 0.23
H 8.359 -2.074 -3.949 0.22
H 9.596 -1.457 -1.901 0.22
H 8.370 -0.643 0.086 0.22
H 5.894 -0.431 0.009 0.23

***

No. 4
64
Properties=species:S:1:pos:R:3:nbo_charge:R:1 method="wB97M-V/def2-TZVPD" e_tot_ev=-52633.6777 e_above_lowest_kj_mol=0.0 smiles="Cc1nc2ccc(Cl)cc2c(-c2ccccc2)c1C(=O)O.CNC(=O)[C@H](CC(C)C)NC(C)=O" homo_lumo_gap_ha=0.309
O 0.659 2.493 -5.448 -0.58
O -3.866 -3.535 3.799 -0.62
O -0.402 -4.509 4.881 -0.63
Cl 5.200 4.922 1.145 0.01
N 2.453 0.722 -1.952 -0.41
O -0.966 2.959 -3.946 -0.66
C 0.292 2.613 -4.292 0.77
C -3.828 -4.031 2.685 0.67
C -1.207 -4.970 4.078 0.67
C 1.578 1.023 -2.922 0.25
C 0.777 7.481 -3.239 -0.21
C 0.345 6.842 -2.073 -0.21
C 1.550 6.782 -4.173 -0.22
C 0.688 5.506 -1.841 -0.20
C 1.891 5.445 -3.940 -0.14
C 4.626 2.337 0.472 -0.22
C 4.369 3.688 0.232 -0.03
C 1.247 2.348 -3.232 -0.15
C 1.465 4.798 -2.770 -0.10
C 3.961 1.356 -0.273 -0.17
C 3.443 4.050 -0.748 -0.22
C 1.830 3.397 -2.503 0.05
C 3.039 1.709 -1.263 0.13
C 2.762 3.070 -1.504 -0.03
N -1.988 -6.014 4.387 -0.60
N -2.707 -4.456 2.095 -0.63
C -5.104 -4.203 1.896 -0.71
C 0.952 -0.141 -3.640 -0.66
C -1.983 -6.698 5.679 -0.41
C -2.017 -1.248 1.094 -0.60
C 0.397 -1.567 0.739 -0.60
C -0.893 -2.287 1.138 -0.21
C -0.778 -2.932 2.539 -0.41
C -1.346 -4.367 2.658 -0.12
H -1.419 3.123 -4.786 0.50
H 0.510 8.518 -3.423 0.22
H -0.259 7.381 -1.349 0.22
H 1.884 7.274 -5.081 0.22
H 0.348 5.011 -0.936 0.22
H 2.489 4.902 -4.667 0.22
H 5.346 2.056 1.236 0.23
H 4.154 0.303 -0.099 0.23
H 3.275 5.110 -0.916 0.24
H -2.662 -6.302 3.699 0.39
H -2.797 -4.830 1.165 0.40
H -5.045 -3.617 0.982 0.23
H -5.938 -3.849 2.501 0.25
H -5.247 -5.255 1.660 0.22
H -0.138 -0.055 -3.631 0.22
H 1.225 -1.081 -3.150 0.24
H 1.300 -0.176 -4.676 0.24
H -0.957 -6.943 5.962 0.21
H -2.570 -7.614 5.625 0.20
H -2.408 -6.041 6.441 0.21
H -1.802 -0.436 1.789 0.21
H -2.964 -1.707 1.373 0.20
H -2.106 -0.842 0.086 0.20
H 0.284 -1.109 -0.244 0.21
H 1.219 -2.281 0.696 0.20
H 0.634 -0.792 1.469 0.21
H -1.089 -3.056 0.390 0.18
H 0.276 -2.981 2.816 0.23
H -1.268 -2.295 3.278 0.23
H -0.714 -4.996 2.031 0.22